Formula: C18H24F6NO6
Source: the Open Molecules 2025 dataset
Level of theory: wB97M-V/def2-TZVPD

Results
- F_max (eV/Å) = 3.3
- HOMO-LUMO gap (eV) = 9.01
- total charge = +1
- HOMO level (eV) = -13.68

Geometry as XYZ:
```
55
C18H24F6NO6 wB97M-V/def2-TZVPD
F -3.452 2.671 1.777
F -1.398 3.066 2.259
F 2.059 -3.732 -2.300
F -1.915 2.286 0.308
F 1.558 -3.180 -0.271
F 2.507 -5.068 -0.664
O -1.251 5.120 0.534
O -3.203 -2.181 -0.280
O -3.945 -1.873 -2.394
O -3.498 5.112 0.501
O 4.817 -3.910 -1.385
O 4.064 -2.036 -0.403
N 0.506 0.617 -2.565
C -1.655 -3.064 2.599
C -0.622 1.361 -2.267
C -2.456 4.575 0.739
C -2.637 -1.871 2.168
C 0.526 -0.754 -2.603
C 6.784 -3.588 0.013
C -2.352 -1.465 0.653
C -3.127 -1.652 -1.558
C -0.651 -1.530 -2.290
C -1.492 7.484 1.063
C 2.499 -3.778 -1.022
C -1.876 -0.766 -1.940
C -1.868 0.699 -1.929
C 6.161 -3.392 -1.355
C -1.246 6.451 -0.018
C -2.309 3.151 1.279
C -2.143 -0.602 3.012
C 3.872 -3.121 -0.876
H 1.364 1.131 -2.767
H -0.771 7.368 1.874
H 6.736 -4.639 0.307
H 7.827 -3.270 0.009
H 6.177 -2.344 -1.659
H -1.187 -2.800 3.589
H -2.811 1.221 -1.658
H -1.972 6.535 -0.829
H 1.458 -1.302 -2.871
H -0.258 6.603 -0.453
H -2.599 -0.362 0.601
H -0.612 2.477 -2.265
H 6.726 -3.952 -2.100
H -2.066 -0.814 4.103
H -2.870 0.222 2.775
H 6.250 -3.019 0.775
H -0.788 -3.168 1.884
H -3.712 -2.112 2.354
H -1.252 -1.653 0.502
H -1.152 -0.316 2.549
H -2.485 7.369 1.500
H -1.407 8.492 0.657
H -0.686 -2.641 -2.280
H -2.166 -4.058 2.617
```

Formula: C13H28EuN6O6S
Source: the Open Molecules 2025 dataset
Level of theory: wB97M-V/def2-TZVPD

Results
- F_max (eV/Å) = 5.6
- <S²> = 15.86
- HOMO-LUMO gap (spin up / spin down) (eV) = 5.12 / 4.43
- spin multiplicity = 8
- HOMO level (spin up / spin down) (eV) = -6.21 / -6.25

Geometry as XYZ:
```
55
C13H28EuN6O6S wB97M-V/def2-TZVPD
Eu 1.196 0.185 -1.212
S 2.618 0.087 1.312
O -1.729 0.405 0.673
O 3.101 -1.864 -2.692
O -0.962 -2.029 0.299
O -0.646 -0.020 -3.022
O 2.529 1.272 -2.688
O 1.924 3.428 -1.491
N 0.325 -0.748 2.421
N 1.986 -2.022 -2.104
N -0.720 1.196 0.163
N 1.016 2.723 -0.891
N 1.462 0.886 3.567
N 0.016 -2.061 -0.578
C 0.512 0.893 4.678
C -0.850 0.470 4.182
C 0.269 -3.266 -1.160
C -0.620 -4.451 -0.999
C -0.857 2.496 0.483
C 0.162 3.349 -0.054
C 0.240 4.794 0.264
C 1.448 -3.271 -1.947
C 2.044 -4.466 -2.590
C -1.954 3.035 1.335
C -2.843 0.044 -4.161
C -0.723 -0.838 3.428
C 1.381 0.066 2.502
H -2.718 2.268 1.481
H 2.341 1.383 3.655
H 3.134 -4.362 -2.635
H -0.280 -0.668 -3.649
H -0.478 -1.653 4.124
H -1.536 0.336 5.022
H 0.857 0.203 5.460
H 1.792 -5.374 -2.031
H 1.073 5.254 -0.272
H -1.280 1.235 3.523
H -2.549 -0.241 -5.175
H 2.869 1.167 -3.593
H 1.668 -4.589 -3.618
H -0.692 5.299 -0.021
H -2.410 3.915 0.865
H -1.656 -1.102 2.923
H -1.159 -4.384 -0.048
H 0.494 1.902 5.097
H -1.413 -0.560 0.472
H -0.044 -5.383 -1.030
H -1.763 0.097 -3.454
H -1.573 3.352 2.316
H -1.357 -4.490 -1.816
H 2.444 2.263 -2.440
H -3.478 -0.729 -3.724
H 0.308 -1.416 1.641
H -3.297 1.038 -4.134
H 0.378 4.946 1.343
```

Formula: C20H16HfN4O2
Source: the Open Molecules 2025 dataset
Level of theory: wB97M-V/def2-TZVPD

Results
- F_max (eV/Å) = 6.0
- HOMO-LUMO gap (eV) = 6.18
- total charge = +2
- HOMO level (eV) = -14.63

Geometry as XYZ:
```
43
C20H16HfN4O2 wB97M-V/def2-TZVPD
Hf -0.685 1.449 1.524
O -1.553 2.391 5.581
O -0.233 2.941 0.301
N 0.807 0.057 1.995
N -1.392 1.982 3.173
N 1.881 -6.177 -4.325
N -1.931 -0.040 0.815
C -0.409 3.901 -0.568
C 1.945 -3.015 -2.728
C -2.119 -2.325 0.883
C 1.526 -4.362 -2.485
C 0.176 -1.315 0.185
C 0.744 -4.704 -1.363
C 1.038 -0.283 0.590
C 1.751 1.006 2.315
C 0.746 4.311 -1.468
C 2.225 0.404 0.160
C -3.364 -1.753 1.256
C 1.815 -5.399 -3.468
C 1.559 -2.006 -1.878
C 0.430 -3.684 -0.492
C -3.216 -0.394 1.203
C -1.208 -1.281 0.672
C -1.448 2.279 4.398
C 2.614 1.268 1.178
C -1.685 4.644 -0.548
C 0.753 -2.319 -0.741
H -2.558 3.883 -0.696
H 2.543 -2.860 -3.650
H -3.983 0.361 1.550
H 1.701 -0.931 -2.134
H 0.637 5.403 -1.825
H 0.574 -5.733 -1.115
H -1.867 5.099 0.437
H 1.724 4.171 -1.056
H 3.351 2.062 1.024
H 2.012 1.165 3.329
H -1.916 -3.338 0.783
H 0.658 3.760 -2.402
H -0.253 -4.008 0.369
H 2.615 0.320 -0.866
H -4.270 -2.264 1.497
H -1.733 5.337 -1.412
```

Formula: C16H22Cl2MoO2Te
Source: the Open Molecules 2025 dataset
Level of theory: wB97M-V/def2-TZVPD

Results
- F_max (eV/Å) = 3.0
- <S²> = 2.25
- HOMO-LUMO gap (spin up / spin down) (eV) = 4.41 / 4.33
- spin multiplicity = 3
- total charge = -2
- HOMO level (spin up / spin down) (eV) = 0.26 / 0.26

Geometry as XYZ:
```
44
C16H22Cl2MoO2Te wB97M-V/def2-TZVPD
Te 0.535 0.159 2.363
Mo -0.531 0.216 -0.164
Cl 0.065 2.453 0.253
Cl -2.535 -0.395 1.051
O 2.884 4.119 -0.243
O 2.445 -0.246 1.637
C -0.748 0.800 -2.288
C -0.749 -1.425 -1.622
C -0.529 -0.926 3.989
C 1.796 -1.915 -1.764
C 1.856 1.156 -2.431
C -1.824 -0.668 4.443
C 0.625 -0.987 -1.692
C -1.599 -0.328 -2.015
C -2.440 -1.589 5.315
C 0.230 -1.949 4.546
C -1.222 2.159 -2.679
C -1.183 -2.837 -1.429
C -1.725 -2.700 5.784
C -0.384 -2.869 5.409
C -3.088 -0.356 -2.036
C 0.629 0.388 -2.095
H -3.510 0.601 -1.717
H -3.452 -0.573 -3.038
H 2.739 -1.412 -1.535
H 2.055 1.103 -3.507
H -2.387 0.209 4.126
H 2.214 -1.114 1.268
H -0.415 2.903 -2.601
H -3.487 -1.460 5.608
H 1.673 -2.768 -1.085
H -2.213 -3.440 6.421
H 2.731 0.724 -1.930
H -3.469 -1.125 -1.358
H 1.783 2.208 -2.141
H 1.276 -2.072 4.281
H -1.999 -2.912 -0.699
H -1.535 -3.248 -2.381
H -2.055 2.491 -2.035
H 0.176 -3.736 5.759
H -1.588 2.166 -3.710
H 1.893 -2.329 -2.779
H 3.800 4.161 0.106
H -0.354 -3.468 -1.082
```

Q: Among the records above, which one has the highest F_max?
A: C20H16HfN4O2

Q: F_max of number 3 (C20H16HfN4O2)?
A: 6.0 eV/Å

Q: Number 4 is which compound?
A: C16H22Cl2MoO2Te